ORCA calculation (ωB97M-V/def2-TZVPD) on C8H20F8Li3N5O23S8 as an isolated structure in a non-equilibrium geometry.

```
! wB97M-V def2-TZVPD RIJCOSX def2/J DEFGRID3
* xyz -1 2
Li 2.28 -1.52 0.33
Li -0.42 0.14 -3.38
Li 0.67 3.17 0.41
N -1.37 -0.51 -5.01
S -2.58 -1.63 -4.54
O -2.17 -2.93 -4.01
O -3.86 -1.53 -5.25
F -2.85 -0.80 -3.15
S -0.85 -1.49 -6.10
O -1.73 -1.86 -7.23
O 0.23 -2.38 -5.61
F 0.07 -0.37 -6.84
N 3.13 -1.96 -1.27
S 4.25 -1.06 -2.28
O 3.90 0.28 -2.78
O 5.08 -1.87 -3.15
F 5.33 -0.68 -1.15
S 2.25 -2.01 -2.66
O 2.74 -2.84 -3.82
O 1.38 -0.92 -3.03
F 1.11 -3.03 -2.10
N -0.12 1.97 -3.90
S -0.38 3.33 -2.89
O -0.98 4.53 -3.58
O 0.43 3.47 -1.70
F -1.64 2.62 -2.24
S 1.23 2.58 -4.32
O 2.36 2.68 -3.46
O 1.13 3.58 -5.40
F 1.54 1.29 -5.17
N 2.54 3.10 1.05
S 3.30 1.81 1.51
O 4.62 1.88 2.10
O 2.99 0.55 0.77
F 2.34 1.63 2.80
S 3.82 3.49 -0.02
O 4.26 2.61 -1.12
O 4.77 4.47 0.43
F 2.94 4.39 -0.96
N -0.19 0.11 -0.29
O 0.42 -0.84 0.13
O -0.84 0.04 -1.37
O -0.12 1.17 0.31
C 0.08 -1.42 8.67
O 0.14 -0.67 7.45
C 0.63 -1.43 6.43
C 0.53 -0.59 5.15
O -0.76 -0.02 4.91
C -0.82 0.71 3.67
H -0.37 -0.76 9.41
H 1.06 -1.63 9.08
H -0.47 -2.37 8.61
H 0.07 -2.37 6.36
H 1.68 -1.62 6.64
H 0.78 -1.33 4.39
H 1.29 0.20 5.15
H -0.68 0.03 2.83
H -0.10 1.52 3.57
H -1.76 1.27 3.65
C -2.09 -3.24 -0.40
O -3.23 -2.48 -0.55
C -3.39 -1.47 0.41
C -4.35 -0.44 -0.14
O -4.64 0.60 0.75
C -3.61 1.52 1.08
H -2.23 -4.17 -0.95
H -1.91 -3.40 0.67
H -1.25 -2.67 -0.80
H -2.46 -0.96 0.64
H -3.86 -1.79 1.34
H -5.28 -0.93 -0.44
H -3.84 -0.03 -1.01
H -2.64 1.02 1.04
H -3.89 2.03 2.00
H -3.60 2.31 0.33
*
```

HOMO (alpha / beta), Ha: -0.27951 / -0.27951
Molar mass, g/mol: 983.60
Maximum force, eV Å⁻¹: 10.229
LUMO energy (alpha / beta), eV: 0.68 / -5.01
Frontier orbital gap (alpha / beta), eV: 8.29 / 2.60